# 1
# C27H30IrN6O2

A structure of composition C27H30IrN6O2 (ωB97M-V with the def2-TZVPD basis set, the OMol25 dataset).

Computed properties:
Relative energy (zero: lowest compared OMol25 entry of this formula, charge and spin) (eV): 2.6279
Net charge: +2
2S+1: 2
Maximum force (eV/Å): 1.97
Highest occupied orbital energy (spin up / spin down) (eV): -14.0 / -14.1
DFT total energy (a.u.): -1629.5400

```
66
Properties=species:S:1:pos:R:3:mulliken_spin:R:1
Ir -1.998 0.975 -0.425 0.049
C 1.303 -2.637 -0.762 0.004
C 2.471 -2.365 0.155 -0.002
C 3.371 -3.402 0.402 0.000
C 4.520 -3.211 1.148 0.000
C 4.798 -1.958 1.679 0.000
C 3.918 -0.917 1.460 -0.001
C 2.757 -1.118 0.717 0.002
N 1.919 0.027 0.494 0.000
C 0.600 0.112 0.734 -0.019
N 0.025 -0.909 1.362 0.028
C -1.327 -1.100 1.658 0.047
C -2.330 -0.403 0.994 0.000
C -3.663 -0.632 1.330 0.024
C -3.988 -1.557 2.300 -0.019
C -2.974 -2.253 2.953 0.056
C -1.637 -2.039 2.651 -0.027
C -0.547 -2.764 3.396 -0.001
N -0.100 1.167 0.326 0.015
C 0.471 2.459 0.164 0.021
C 0.270 3.140 -1.038 0.002
C 0.790 4.409 -1.225 0.000
C 1.517 5.002 -0.206 -0.002
C 1.678 4.344 1.004 0.000
C 1.144 3.078 1.229 -0.018
C 1.140 2.482 2.613 -0.001
H 1.679 -3.018 -1.713 0.000
H 0.689 -1.761 -0.964 -0.003
H 0.656 -3.413 -0.347 0.000
H 3.164 -4.377 -0.023 0.000
H 5.208 -4.032 1.297 0.000
H 5.694 -1.797 2.262 0.000
H 4.119 0.065 1.872 0.000
H 2.388 0.882 0.228 0.000
H 0.657 -1.628 1.693 -0.003
H -4.461 -0.089 0.832 -0.001
H -5.024 -1.740 2.545 0.000
H -3.231 -2.973 3.719 0.002
H -0.983 -3.431 4.135 0.000
H 0.103 -2.065 3.927 -0.001
H 0.070 -3.375 2.730 -0.001
H -0.290 2.650 -1.830 0.002
H 0.647 4.924 -2.165 0.000
H 1.935 5.990 -0.344 0.000
H 2.212 4.834 1.809 0.000
H 1.746 3.079 3.291 0.000
H 1.498 1.453 2.652 0.001
H 0.116 2.484 2.997 0.000
C 0.307 -1.083 -5.085 0.001
C -0.753 -0.507 -4.218 -0.009
C -2.101 -0.262 -4.440 0.000
C -2.603 0.264 -3.256 -0.021
N -1.612 0.354 -2.359 0.082
N -0.499 -0.122 -2.955 0.002
C -3.983 0.684 -2.878 -0.001
H -0.097 -1.881 -5.704 0.000
H 1.122 -1.485 -4.483 0.000
H 0.717 -0.326 -5.755 -0.001
H -2.647 -0.444 -5.350 0.000
H 0.394 -0.116 -2.487 -0.007
H -4.691 -0.127 -3.040 0.000
H -4.309 1.540 -3.467 -0.001
H -4.023 0.969 -1.812 -0.001
O -3.099 2.866 0.283 0.139
N -2.885 3.519 1.293 0.446
O -1.956 3.564 1.996 0.217
```

=====

# 2
# C4H12NO

A cluster of 2 separate species, C4H12NO in total (ωB97M-V with the def2-TZVPD basis set, the OMol25 dataset).

Computed properties:
Relative energy (zero: lowest compared OMol25 entry of this formula, charge and spin) (eV): 7.2137
Net charge: +1
Maximum force (eV/Å): 3.23
Highest occupied orbital energy (eV): -14.6
DFT total energy (a.u.): -289.1098

```
18
Properties=species:S:1:pos:R:3:lowdin_charge:R:1
O 1.593 -0.633 0.723 0.031
C 1.470 0.364 1.736 -0.187
C -0.007 0.522 2.172 -0.146
N -0.777 0.403 0.989 0.362
C -1.674 -0.199 -2.945 -0.155
C -0.284 -0.389 -2.285 -0.168
H 0.679 -0.565 0.375 0.028
H 1.764 1.440 1.542 0.166
H 2.143 0.042 2.546 0.144
H -0.324 1.463 2.662 0.191
H -0.408 -0.298 2.854 0.240
H -2.341 0.577 -2.464 0.072
H -1.747 0.465 1.334 0.137
H -1.571 0.103 -3.974 0.058
H -2.281 -1.102 -2.837 0.065
H 0.317 -1.037 -2.941 0.080
H -0.448 -0.777 -1.265 0.020
H 0.366 0.473 -2.158 0.060
```

=====

# 3
# C3H9NO3S

A cluster of 2 separate species, C3H9NO3S in total (ωB97M-V with the def2-TZVPD basis set, the OMol25 dataset).

Computed properties:
Relative energy (zero: lowest compared OMol25 entry of this formula, charge and spin) (eV): 5.0835
Maximum force (eV/Å): 4.51
Highest occupied orbital energy (spin up / spin down) (eV): -7.6 / -7.3
DFT total energy (a.u.): -798.2154

```
17
Properties=species:S:1:pos:R:3:lowdin_charge:R:1
C 2.028 1.189 0.801 -0.089
C -2.314 -0.361 -0.310 -0.012
C 0.181 -0.940 -0.019 -0.347
N 0.937 -1.537 -1.078 -0.013
O 0.458 1.164 -1.418 -0.352
O -0.635 1.388 0.874 -0.388
O -2.651 -0.153 0.955 -0.008
S 0.381 0.755 -0.010 0.663
H 1.717 1.759 1.680 0.057
H 2.408 0.272 1.187 0.040
H 2.671 1.621 0.097 0.036
H -2.180 0.475 -0.870 0.050
H -2.350 -1.317 -0.734 0.072
H 0.251 -1.459 0.904 0.084
H 0.805 -1.078 -1.914 0.020
H 0.506 -2.511 -1.182 0.114
H -2.214 0.732 1.037 0.073
```

=====

# 4
# C7H15BOS

A cluster of 2 separate species, C7H15BOS in total (ωB97M-V with the def2-TZVPD basis set, the OMol25 dataset).

Computed properties:
Relative energy (zero: lowest compared OMol25 entry of this formula, charge and spin) (eV): 3.4752
Maximum force (eV/Å): 4.22
Highest occupied orbital energy (spin up / spin down) (eV): -6.6 / -6.8
DFT total energy (a.u.): -773.8469

```
25
Properties=species:S:1:pos:R:3:lowdin_charge:R:1
B -2.381 0.794 -1.807 -0.715
C 1.892 0.809 -0.302 0.007
C 3.064 0.517 0.284 -0.464
C -3.166 -0.838 -0.198 -0.376
C 3.590 1.176 1.541 -0.080
C 3.949 -0.496 -0.301 -0.103
C -1.974 -1.123 0.777 -0.003
C -4.463 -1.596 -0.103 -0.032
O -3.082 0.056 -1.077 0.010
S -2.654 2.546 -1.801 0.751
H 1.314 1.677 0.050 0.064
H 1.628 0.396 -1.296 0.067
H 3.590 2.229 1.366 0.055
H 4.701 0.935 1.773 0.107
H 2.897 1.079 2.403 0.086
H 3.473 -0.971 -1.166 0.077
H 4.372 -1.128 0.530 0.097
H 4.827 0.079 -0.685 0.095
H -0.983 -0.519 0.529 0.116
H -1.884 -2.293 0.828 0.113
H -2.427 -0.803 1.633 0.025
H -4.337 -2.409 0.620 0.073
H -4.770 -2.097 -1.036 0.087
H -5.272 -0.943 0.297 0.092
H -1.903 2.925 -2.861 -0.150
```

=====

# 5
# C80H89Ge2N11OS3TeTi

A structure of composition C80H89Ge2N11OS3TeTi (ωB97M-V with the def2-TZVPD basis set, the OMol25 dataset).

Computed properties:
Relative energy (zero: lowest compared OMol25 entry of this formula, charge and spin) (eV): 0.0000
Net charge: +1
2S+1: 2
Maximum force (eV/Å): 1.22
Highest occupied orbital energy (spin up / spin down) (eV): -8.1 / -8.1
DFT total energy (a.u.): -10244.9092

```
188
Properties=species:S:1:pos:R:3:mulliken_spin:R:1
Ti -0.352 0.432 0.953 -0.003
N -0.421 -0.166 5.211 0.000
C -1.606 -0.530 4.711 0.000
N -2.561 -0.879 5.583 0.000
C -3.729 -1.181 5.029 0.001
N -4.751 -1.501 5.849 0.000
N -3.976 -1.215 3.705 0.001
C -2.942 -0.888 2.957 -0.002
N -1.752 -0.535 3.363 -0.002
C -3.156 -0.992 1.465 0.005
C -4.263 -1.659 0.979 0.004
C -4.357 -1.937 -0.376 -0.001
C -3.318 -1.568 -1.192 -0.005
C -2.261 -0.874 -0.641 0.038
N -2.209 -0.533 0.653 0.014
H -0.389 -0.025 6.207 0.000
H 0.195 0.387 4.629 0.000
H -4.646 -1.306 6.828 0.000
H -5.673 -1.558 5.455 0.000
H -5.020 -1.962 1.685 0.000
H -5.217 -2.460 -0.779 -0.001
H -3.321 -1.804 -2.245 -0.006
H -1.411 -0.579 -1.242 0.000
N 0.141 -1.615 1.197 0.000
S 0.465 -3.022 1.182 -0.004
N 1.962 -3.468 0.631 0.000
S 2.424 -3.341 -0.822 0.000
N 2.026 -2.160 -1.708 0.001
S 2.152 -0.515 -1.403 0.008
N 1.218 0.126 -0.509 0.001
C 2.034 -0.025 -3.109 -0.003
C 2.505 -0.814 -4.158 0.001
C 2.359 -0.354 -5.457 0.001
C 1.754 0.877 -5.698 0.002
C 1.299 1.653 -4.643 0.007
C 1.441 1.203 -3.336 0.013
C 3.890 -0.334 -1.052 -0.003
C 4.757 0.291 -1.944 0.001
C 6.101 0.392 -1.610 0.000
C 6.564 -0.130 -0.409 0.000
C 5.683 -0.736 0.478 0.001
C 4.339 -0.832 0.165 0.000
C 4.172 -3.603 -0.704 0.000
C 4.714 -4.165 0.439 0.001
C 6.077 -4.427 0.466 0.000
C 6.864 -4.131 -0.637 0.000
C 6.298 -3.571 -1.777 -0.001
C 4.938 -3.309 -1.819 0.000
C 1.918 -4.732 -1.800 0.000
C 1.739 -5.939 -1.144 0.000
C 1.359 -7.047 -1.886 0.000
C 1.179 -6.936 -3.258 0.000
C 1.381 -5.722 -3.901 0.000
C 1.754 -4.602 -3.170 0.000
C 0.561 -3.819 2.772 -0.002
C -0.461 -3.491 3.647 0.002
C -0.456 -4.016 4.928 0.000
C 0.568 -4.869 5.322 0.000
C 1.581 -5.204 4.434 0.000
C 1.585 -4.682 3.148 0.001
C -0.596 -4.142 0.263 0.000
C -1.248 -5.210 0.879 -0.001
C -2.003 -6.080 0.104 0.000
C -2.080 -5.903 -1.272 0.000
C -1.420 -4.841 -1.875 0.001
C -0.692 -3.945 -1.108 0.000
H 2.971 -1.769 -3.961 -0.002
H 2.715 -0.958 -6.283 0.000
H 1.636 1.230 -6.716 -0.001
H 0.822 2.610 -4.823 -0.001
H 1.080 1.807 -2.510 -0.006
H 4.397 0.705 -2.875 0.000
H 6.785 0.883 -2.292 0.000
H 7.615 -0.049 -0.155 0.000
H 6.040 -1.117 1.429 0.000
H 3.636 -1.266 0.872 -0.001
H 4.087 -4.357 1.298 0.000
H 6.523 -4.855 1.355 0.000
H 7.928 -4.333 -0.610 0.000
H 6.917 -3.335 -2.634 0.000
H 4.484 -2.861 -2.696 0.000
H 1.875 -6.002 -0.069 0.000
H 1.202 -7.996 -1.390 0.000
H 0.874 -7.804 -3.832 0.000
H 1.243 -5.643 -4.972 0.000
H 1.887 -3.636 -3.642 0.000
H -1.243 -2.820 3.322 0.000
H -1.246 -3.746 5.619 0.000
H 0.576 -5.273 6.327 0.000
H 2.376 -5.871 4.745 0.000
H 2.368 -4.932 2.451 0.000
H -1.169 -5.370 1.945 0.000
H -2.517 -6.908 0.577 0.000
H -2.653 -6.597 -1.876 0.000
H -1.473 -4.706 -2.951 0.000
H -0.176 -3.112 -1.576 0.001
C -0.697 5.295 2.685 0.000
C -1.436 4.251 1.841 0.001
Ge -1.312 2.380 2.538 -0.008
C -3.091 2.264 3.439 0.001
C -3.473 3.539 4.204 0.000
C -0.063 2.616 4.044 -0.002
C 1.182 2.124 4.115 0.000
Ge 1.728 0.917 2.584 -0.002
C 3.440 1.741 1.976 0.000
C 3.635 3.223 2.325 -0.003
C 2.258 -0.889 3.315 0.001
C 3.424 -1.150 4.273 0.000
C 2.078 2.469 5.281 0.002
C 3.378 1.969 5.372 -0.001
C 4.213 2.269 6.443 0.002
C 3.769 3.098 7.460 0.000
C 2.485 3.626 7.385 0.001
C 1.658 3.317 6.316 0.001
H -0.769 6.292 2.238 0.000
H 0.365 5.054 2.787 0.000
H -1.109 5.360 3.697 0.000
H -1.085 4.292 0.812 -0.005
H -2.502 4.495 1.797 -0.001
H -3.082 1.427 4.139 -0.001
H -3.849 2.034 2.679 0.000
H -2.742 3.766 4.987 0.000
H -4.447 3.431 4.693 0.000
H -3.535 4.411 3.550 0.000
H -0.427 3.264 4.850 0.000
H 3.493 1.620 0.896 -0.003
H 4.263 1.150 2.391 0.000
H 4.554 3.610 1.871 0.000
H 2.812 3.842 1.965 0.001
H 3.709 3.383 3.400 0.000
H 2.429 -1.467 2.404 0.000
H 1.342 -1.305 3.736 0.000
H 4.369 -0.737 3.898 0.000
H 3.573 -2.230 4.400 0.000
H 3.253 -0.732 5.264 0.000
H 3.747 1.349 4.571 0.000
H 5.216 1.855 6.475 0.000
H 4.413 3.340 8.296 0.000
H 2.126 4.289 8.165 0.000
H 0.666 3.752 6.289 0.000
C 1.133 3.338 0.033 0.044
C -0.110 2.856 -0.681 -0.015
O -0.329 3.506 -1.798 0.293
N -0.842 1.879 -0.224 0.004
Te -2.212 2.011 -2.641 0.518
C -4.018 3.126 -2.432 0.141
C -4.098 4.445 -1.974 -0.075
C -2.938 5.269 -1.475 -0.004
C -5.354 5.057 -1.962 -0.005
C -6.507 4.410 -2.368 -0.001
C -7.844 5.107 -2.363 0.000
C -6.401 3.083 -2.777 0.004
C -5.182 2.423 -2.812 -0.077
C -5.171 0.979 -3.269 0.157
C -2.039 2.056 -4.779 0.083
C -2.243 3.198 -5.565 -0.007
C -2.569 4.553 -4.977 0.022
C -2.108 3.089 -6.949 -0.018
C -1.749 1.901 -7.568 0.022
C -1.606 1.808 -9.067 -0.001
C -1.508 0.792 -6.763 -0.011
C -1.643 0.845 -5.382 -0.108
C -1.377 -0.426 -4.601 0.068
H 1.447 4.304 -0.359 0.008
H 1.924 2.608 -0.132 -0.004
H 0.948 3.409 1.102 0.003
H -1.972 4.828 -1.685 -0.005
H -3.011 5.385 -0.390 0.001
H -2.973 6.270 -1.911 0.001
H -5.416 6.087 -1.621 0.000
H -7.728 6.183 -2.233 0.000
H -8.472 4.735 -1.549 0.000
H -8.379 4.928 -3.297 0.000
H -7.295 2.547 -3.084 0.001
H -6.177 0.665 -3.544 0.003
H -4.816 0.322 -2.474 -0.050
H -4.524 0.833 -4.140 -0.020
H -2.332 5.342 -5.690 0.000
H -3.630 4.634 -4.729 0.003
H -2.000 4.733 -4.062 -0.006
H -2.282 3.973 -7.558 0.000
H -1.816 2.764 -9.545 0.000
H -2.292 1.064 -9.478 0.002
H -0.593 1.505 -9.346 0.002
H -1.202 -0.144 -7.226 0.001
H -2.309 -0.831 -4.196 -0.006
H -0.932 -1.183 -5.250 0.001
H -0.688 -0.266 -3.766 -0.018
```